A structure of composition C37H30N5O7Ru, computed with ωB97M-V/def2-TZVPD.

Computed properties:
Kohn-Sham gap (spin up / spin down) = 5.1 / 3.9 eV
spin multiplicity = 6
DFT total energy = -2322.893482 Eh
energy relative to the best compared isomer or geometry (same formula, charge and spin) = 0.4324 eV
total charge = +2
E_LUMO (spin up / spin down) = -6.489 / -7.686 eV

```
80
C37H30N5O7Ru | the Open Molecules 2025 dataset | ωB97M-V/def2-TZVPD
Ru 0.714 2.538 -1.319
O 4.856 4.232 -1.373
C 3.589 3.961 -1.534
O 3.136 2.838 -1.675
C 2.706 5.156 -1.540
C 3.172 6.459 -1.441
C 2.242 7.485 -1.441
C 0.894 7.168 -1.524
C 0.527 5.832 -1.616
N 1.420 4.851 -1.637
C -0.876 5.322 -1.705
O -1.895 6.127 -1.556
O -1.065 4.142 -1.922
H 5.405 3.433 -1.376
H 4.233 6.650 -1.370
H 2.559 8.516 -1.373
H 0.159 7.961 -1.531
H -1.674 7.049 -1.379
C -4.447 -10.413 -1.499
O -3.096 -9.977 -1.521
C -2.831 -8.671 -1.523
C -3.803 -7.666 -1.516
C -3.421 -6.341 -1.523
C -2.073 -5.976 -1.536
C -1.105 -6.992 -1.539
C -1.474 -8.312 -1.533
C -1.645 -4.593 -1.558
N -0.389 -4.188 -1.586
C -0.431 -2.835 -1.614
C -1.743 -2.380 -1.601
N -2.502 -3.516 -1.567
C -2.083 -1.003 -1.594
C -3.386 -0.487 -1.507
C -3.569 0.871 -1.463
C -2.455 1.711 -1.506
N -1.217 1.248 -1.606
C -1.008 -0.087 -1.656
C 0.353 -0.546 -1.743
N 1.328 0.380 -1.872
C 2.594 -0.010 -1.868
C 2.975 -1.345 -1.739
C 2.003 -2.309 -1.647
C 0.658 -1.916 -1.670
H -4.410 -11.497 -1.488
H -4.984 -10.078 -2.389
H -4.962 -10.058 -0.604
H -4.854 -7.919 -1.510
H -4.198 -5.585 -1.515
H -0.062 -6.706 -1.545
H -0.738 -9.104 -1.537
H -3.505 -3.567 -1.548
H -4.237 -1.155 -1.466
H -4.556 1.305 -1.390
H -2.578 2.779 -1.464
H 3.338 0.759 -1.995
H 4.025 -1.600 -1.720
H 2.238 -3.362 -1.556
C 1.883 2.334 7.054
C 1.647 2.279 5.574
C 0.431 2.677 5.026
C 0.216 2.671 3.658
C -1.109 3.085 3.072
C 1.259 2.243 2.824
C 2.467 1.777 3.345
C 3.542 1.227 2.445
C 2.644 1.814 4.719
C 1.056 2.313 1.352
O 0.952 1.268 0.658
O 0.988 3.447 0.781
H 1.107 2.905 7.559
H 2.850 2.789 7.270
H 1.901 1.330 7.482
H -0.369 3.000 5.683
H -1.853 3.224 3.853
H -1.474 2.323 2.378
H -1.009 4.020 2.517
H 3.655 1.823 1.536
H 3.281 0.212 2.139
H 4.498 1.189 2.963
H 3.583 1.470 5.138
```

=====

A structure of composition C37H31AsMoP2S4Si, computed with ωB97M-V/def2-TZVPD.

Computed properties:
Kohn-Sham gap = 6.5 eV
DFT total energy = -6297.596317 Eh
E_LUMO = -0.908 eV

```
77
C37H31AsMoP2S4Si | the Open Molecules 2025 dataset | ωB97M-V/def2-TZVPD
Mo -0.778 -1.027 -1.228
C 2.586 -0.460 -2.950
Si 1.705 -0.493 -1.292
C 2.082 1.146 -0.403
C 3.308 1.500 0.161
C 3.451 2.692 0.855
C 2.371 3.558 0.991
C 1.150 3.238 0.421
C 1.018 2.036 -0.270
P -0.473 1.462 -1.128
C -0.273 2.147 -2.809
C -0.649 1.421 -3.937
C -0.504 1.972 -5.203
C 0.021 3.246 -5.351
C 0.401 3.975 -4.233
C 0.254 3.428 -2.969
C -1.831 2.456 -0.437
C -2.761 3.094 -1.253
C -3.844 3.755 -0.690
C -4.004 3.781 0.687
C -3.081 3.141 1.505
C -2.001 2.479 0.946
C 2.561 -1.753 -0.167
C 3.918 -2.073 -0.246
C 4.513 -2.902 0.693
C 3.760 -3.434 1.734
C 2.407 -3.149 1.822
C 1.817 -2.313 0.876
P 0.032 -1.957 0.868
C -0.312 -0.736 2.173
C 0.688 0.093 2.675
C 0.383 1.031 3.653
C -0.914 1.139 4.135
C -1.915 0.319 3.632
C -1.619 -0.611 2.648
C -0.726 -3.479 1.512
C -1.231 -4.408 0.609
C -1.744 -5.613 1.066
C -1.768 -5.888 2.425
C -1.280 -4.957 3.333
C -0.763 -3.755 2.879
H 3.636 -0.173 -2.873
H 2.092 0.253 -3.613
H 2.522 -1.446 -3.416
H 4.156 0.828 0.084
H 4.404 2.945 1.303
H 2.483 4.484 1.541
H 0.306 3.909 0.530
H -1.063 0.424 -3.843
H -0.803 1.398 -6.070
H 0.140 3.672 -6.339
H 0.815 4.969 -4.344
H 0.560 3.996 -2.100
H -2.640 3.071 -2.329
H -4.566 4.245 -1.330
H -4.849 4.296 1.124
H -3.204 3.157 2.581
H -1.276 1.988 1.583
H 4.517 -1.673 -1.055
H 5.566 -3.142 0.612
H 4.223 -4.087 2.461
H 1.814 -3.595 2.609
H 1.702 0.004 2.305
H 1.163 1.674 4.039
H -1.142 1.863 4.907
H -2.928 0.405 4.003
H -2.400 -1.249 2.251
H -1.234 -4.180 -0.450
H -2.143 -6.329 0.360
H -2.179 -6.824 2.779
H -1.306 -5.166 4.395
H -0.390 -3.029 3.592
S -3.311 -2.012 -4.661
As -3.284 -2.210 -2.628
S -2.999 -0.304 -1.607
S -0.317 -2.525 -2.632
S -4.023 -3.735 -1.501
```